This record from the OMol25 dataset describes C36H25Cl3CrN4O6Si as an isolated structure. The level of theory is the ωB97M-V functional and the def2-TZVPD basis.

For the gap between HOMO and LUMO (alpha / beta), the calculation gives 4.3 / 6.8 eV. The value obtained for the molecular weight is 796.06 g/mol. The energy comes out at -4771.79826 hartree. The calculation puts the lowest unoccupied orbital energy (alpha / beta) at 2.16 / 2.16 eV.

```
! RIJCOSX wB97M-V def2-TZVPD def2/J DEFGRID3
* xyz -1 4
Cr -2.1473 0.2029 -0.8222
Cl -5.2517 -3.7030 3.7682
C -4.1333 -2.6056 3.0078
C -4.4890 -2.0421 1.7876
C -3.6019 -1.1852 1.1423
N -3.7625 -0.5921 -0.1018
C -4.9507 0.1655 -0.3180
O -6.0841 -0.2944 -0.1270
C -4.6469 1.5206 -0.6788
C -5.6358 2.5091 -0.8838
C -5.2786 3.8171 -1.0249
C -3.8939 4.1755 -0.9704
C -2.9696 3.1706 -0.8390
N -3.2933 1.8773 -0.7172
C -2.3908 -0.8560 1.7774
C -2.0378 -1.4306 2.9815
C -2.9096 -2.3244 3.5966
Cl -2.4326 -3.0455 5.1078
N -1.6052 0.1396 1.1357
C -0.5167 -0.2069 0.4328
O 0.5716 0.6364 0.4509
C -0.4109 -1.6320 -0.0059
C 0.3057 -2.7029 0.5005
C 0.0655 -3.9486 -0.0582
C -0.8765 -4.0900 -1.0656
C -1.5633 -2.9684 -1.5005
N -1.3054 -1.7734 -0.9883
H -5.4390 -2.2714 1.3277
H -6.6697 2.1886 -0.8925
H -6.0345 4.5799 -1.1711
H -3.5656 5.2010 -1.0644
H -1.9066 3.3892 -0.8498
H -1.1055 -1.1657 3.4657
H 1.0025 -2.5701 1.3160
H 0.5976 -4.8164 0.3116
H -1.0919 -5.0574 -1.4980
H -2.3271 -3.0099 -2.2666
O -2.6820 0.1155 -2.9326
Cl -1.6638 1.0737 -3.4005
O -2.2607 2.2939 -3.7963
O -0.8795 0.4995 -4.4391
O -0.8237 1.2752 -2.1905
C 3.6379 -2.2236 3.7244
C 2.7778 -1.1531 3.9332
C 2.4035 -0.3489 2.8660
C 2.8725 -0.5992 1.5715
C 3.7389 -1.6772 1.3837
C 4.1217 -2.4827 2.4492
Si 2.1886 0.4584 0.1813
C 2.8422 2.1990 0.2820
C 3.8756 2.5787 1.1364
C 4.3300 3.8919 1.1662
C 3.7484 4.8434 0.3419
C 2.7143 4.4821 -0.5140
C 2.2683 3.1702 -0.5454
C 2.6286 -0.2640 -1.4824
C 1.7056 -0.6186 -2.4659
C 2.1246 -1.1068 -3.6973
C 3.4775 -1.2555 -3.9618
C 4.4146 -0.9000 -2.9985
C 3.9909 -0.4034 -1.7754
H 3.9252 -2.8578 4.5542
H 2.3892 -0.9522 4.9245
H 1.7130 0.4721 3.0361
H 4.1024 -1.9075 0.3877
H 4.7876 -3.3205 2.2816
H 4.3290 1.8435 1.7941
H 5.1339 4.1716 1.8359
H 4.0966 5.8688 0.3674
H 2.2526 5.2240 -1.1535
H 1.4569 2.8992 -1.2154
H 0.6448 -0.4788 -2.2936
H 1.3862 -1.3518 -4.4511
H 3.8053 -1.6338 -4.9224
H 5.4732 -0.9978 -3.2065
H 4.7367 -0.1087 -1.0412
*
```



This record from the OMol25 dataset describes one molecule with the formula C7H12BNO. The level of theory is the ωB97M-V functional and the def2-TZVPD basis.

For the gap between HOMO and LUMO, the calculation gives 10.0 eV. The value obtained for the molecular weight is 136.99 g/mol. For the relative energy (zero: lowest compared OMol25 entry of this formula, charge and spin), the calculation gives 0.330 eV. The energy comes out at -428.74533 hartree. The calculation puts the lowest unoccupied orbital energy at 0.64 eV. As for the SMILES: C=C1CCC(=O)N1B(C)C.

```
! RIJCOSX wB97M-V def2-TZVPD def2/J DEFGRID3
* xyz 0 1
C -0.7314 -2.1328 0.6259
C -1.0877 -0.9674 0.1205
C -2.4531 -0.5456 -0.5784
C -2.5746 0.8820 -0.0369
C -1.1243 1.4614 0.1170
O -0.9099 2.6659 0.2573
N -0.1817 0.4523 0.1445
B 1.1983 0.6800 -0.0066
C 2.0360 -0.6127 -0.0166
C 1.6857 2.0680 -0.0126
H 0.1875 -2.3095 1.0126
H -1.4800 -2.7965 0.6198
H -2.3022 -0.4065 -1.6314
H -3.3191 -1.1602 -0.3394
H -2.9918 0.8706 0.9418
H -3.1697 1.6018 -0.4587
H 2.6859 -0.7873 0.8175
H 2.7504 -0.4301 -0.9852
H 1.4270 -1.4290 -0.2154
H 2.7292 2.2211 -0.3652
H 1.7337 2.3637 0.9744
H 1.1303 2.8756 -0.5591
*
```



This record from the OMol25 dataset describes a 10-piece molecular cluster, C18H30F4N6O24 overall. The level of theory is the ωB97M-V functional and the def2-TZVPD basis.

For the gap between HOMO and LUMO, the calculation gives 9.9 eV. The value obtained for the molecular weight is 790.45 g/mol. For the relative energy (zero: lowest compared OMol25 entry of this formula, charge and spin), the calculation gives 0.434 eV. The energy comes out at -3237.14411 hartree. The calculation puts the lowest unoccupied orbital energy at -1.22 eV. As for the SMILES: O=C1OC[C@@H](F)O1.O=C1OC[C@@H](F)O1.O=C1OC[C@@H](F)O1.O=C1OC[C@@H](F)O1.C[N+](=O)[O-].C[N+](=O)[O-].C[N+](=O)[O-].C[N+](=O)[O-].C[N+](=O)[O-].C[N+](=O)[O-].

```
! RIJCOSX wB97M-V def2-TZVPD def2/J DEFGRID3
* xyz 0 1
O 0.8242 13.3491 -16.7053
C 1.2672 12.4955 -17.3933
O 2.5168 12.0165 -17.2763
C 2.7659 11.0398 -18.2680
C 1.4976 11.1243 -19.1436
F 1.0427 9.8399 -19.4130
O 0.5541 11.7333 -18.2788
H 3.5705 11.3092 -18.9511
H 2.8644 10.0138 -17.9269
H 1.5575 11.6698 -20.0822
O 2.4738 18.0283 -18.5929
C 1.3977 17.5887 -18.3607
O 1.1957 16.4026 -17.7609
C -0.1981 16.2479 -17.4726
C -0.8639 17.4038 -18.1954
F -1.5878 18.2070 -17.3513
O 0.2157 18.1656 -18.6747
H -0.5336 15.2722 -17.8099
H -0.3460 16.2450 -16.3908
H -1.5370 17.0834 -18.9842
O 4.8325 12.4576 -20.9329
C 4.7534 13.5295 -20.4299
O 5.4503 14.6193 -20.8168
C 5.2450 15.6220 -19.8073
C 3.8505 15.2706 -19.3251
F 2.8844 15.7704 -20.1568
O 3.8621 13.8608 -19.4489
H 5.9765 15.4802 -19.0121
H 5.3078 16.6288 -20.2051
H 3.6037 15.5546 -18.3055
O -0.7910 9.9433 -11.7366
C -0.0543 10.7598 -12.1679
O -0.3433 11.5473 -13.2338
C 0.7343 12.4184 -13.4952
C 1.7894 12.0430 -12.4620
F 2.1559 13.1025 -11.6735
O 1.1799 11.0616 -11.6803
H 1.0796 12.3685 -14.5236
H 0.4680 13.4661 -13.3223
H 2.7285 11.6325 -12.8373
C -0.5054 8.0463 -16.9261
N 0.7122 8.1154 -16.0997
O 1.7884 8.2214 -16.6671
O 0.5798 8.0793 -14.8964
H -0.4298 7.1334 -17.5158
H -0.4996 8.8668 -17.6402
H -1.4160 8.0639 -16.3448
C -0.2287 8.8411 -21.8476
N -1.3950 8.0377 -21.4095
O -2.2909 7.8970 -22.2048
O -1.3996 7.6160 -20.2642
H 0.6550 8.4885 -21.3278
H -0.4097 9.8616 -21.5313
H -0.1076 8.6562 -22.9068
C 3.2965 10.8167 -23.3858
N 2.9244 9.5098 -23.9996
O 3.7794 8.6593 -24.1105
O 1.7569 9.3870 -24.3336
H 2.4675 11.0475 -22.7213
H 3.3415 11.5591 -24.1745
H 4.2141 10.7313 -22.8199
C -0.5365 14.8254 -22.5224
N 0.0884 14.0269 -21.4526
O -0.1717 14.3154 -20.2999
O 0.7522 13.0651 -21.7869
H -0.9074 15.7665 -22.1398
H -1.2367 14.2112 -23.0777
H 0.2574 15.0788 -23.2315
C 4.2536 9.2916 -15.3041
N 5.3439 8.9822 -14.3251
O 6.4943 9.1109 -14.7040
O 5.0079 8.5915 -13.2309
H 4.5728 8.9978 -16.2994
H 4.2132 10.3802 -15.3053
H 3.3867 8.7314 -14.9947
C -2.7272 12.2089 -19.4205
N -3.7957 13.2064 -19.1550
O -4.8861 12.9457 -19.6076
O -3.5232 14.2077 -18.5272
H -2.9450 11.3352 -18.8149
H -1.7569 12.5759 -19.0901
H -2.6767 12.0659 -20.4934
*
```



This record from the OMol25 dataset describes a 2-piece molecular cluster, H3NO2 overall. The level of theory is the ωB97M-V functional and the def2-TZVPD basis.

For the gap between HOMO and LUMO (alpha / beta), the calculation gives 10.1 / 10.0 eV. The value obtained for the molecular weight is 49.03 g/mol. For the relative energy (zero: lowest compared OMol25 entry of this formula, charge and spin), the calculation gives 3.176 eV. The energy comes out at -206.81253 hartree. The calculation puts the lowest unoccupied orbital energy (alpha / beta) at -0.06 / -0.08 eV.

```
! RIJCOSX wB97M-V def2-TZVPD def2/J DEFGRID3
* xyz 0 1
N 0.3667 0.7363 0.6190
O -0.5930 -1.2523 -0.5954
O 0.0934 -0.2377 -0.9683
H 0.8034 1.5315 0.1325
H 0.8417 0.1009 1.2226
H -1.5122 -0.8787 -0.4104
*
```



This record from the OMol25 dataset describes a 2-piece molecular cluster, C4H8NO2 overall. The level of theory is the ωB97M-V functional and the def2-TZVPD basis.

For the gap between HOMO and LUMO (alpha / beta), the calculation gives 9.0 / 9.9 eV. The value obtained for the molecular weight is 102.11 g/mol. For the relative energy (zero: lowest compared OMol25 entry of this formula, charge and spin), the calculation gives 7.945 eV. The energy comes out at -361.92149 hartree. The calculation puts the lowest unoccupied orbital energy (alpha / beta) at -6.14 / -5.15 eV.

```
! RIJCOSX wB97M-V def2-TZVPD def2/J DEFGRID3
* xyz 1 1
C 1.1859 -1.2476 1.7460
C 0.4557 -0.1972 1.0868
C -1.4214 -0.2447 -0.5185
C 0.5242 1.0076 -1.1743
N 0.0558 -0.1242 -0.4160
O 2.1429 -1.8915 1.8625
O -0.1557 -1.2285 1.8612
H 0.4745 1.7554 2.1206
H -1.9032 0.5032 0.0955
H -1.5403 -0.2609 -1.6812
H -1.9472 -1.1599 -0.1318
H 1.2498 0.7856 -1.9844
H -0.4929 1.4590 -1.6008
H 0.9769 1.8242 -0.4770
H 0.3951 -0.9805 -0.7888
*
```



This record from the OMol25 dataset describes a 3-piece molecular cluster, C22H28BClF2N3O2 overall. The level of theory is the ωB97M-V functional and the def2-TZVPD basis.

For the gap between HOMO and LUMO, the calculation gives 8.3 eV. The value obtained for the molecular weight is 450.75 g/mol. The energy comes out at -1854.43583 hartree. The calculation puts the lowest unoccupied orbital energy at -2.87 eV.

```
! RIJCOSX wB97M-V def2-TZVPD def2/J DEFGRID3
* xyz 1 1
C 0.4884 -2.4918 -1.6540
C -0.5026 -1.8540 -1.8763
C -1.7214 -1.1599 -2.3472
N -2.0665 -0.0430 -1.4565
C -1.0847 1.0235 -1.1877
C -0.1516 0.7274 -0.0146
C 0.8634 1.8903 0.0822
Cl 2.2967 1.5507 -0.9382
C -3.2217 0.0237 -0.8925
N -4.3026 -0.8441 -1.0235
C -5.3973 0.1857 -1.2393
C -5.1109 1.0823 -0.0314
C -5.7339 2.4802 0.0184
B -5.7794 3.2843 -1.3629
O -6.2062 2.7490 -2.5678
O -5.4084 4.6159 -1.3805
N -3.6235 1.0459 -0.0008
H 1.3895 -2.9366 -1.2972
H -1.5869 -0.7601 -3.3521
H -2.5080 -1.9064 -2.3883
H -0.5211 1.2088 -2.1041
H -1.6085 1.9521 -0.9712
H -0.7236 0.7095 0.9148
H 0.4272 -0.1807 -0.1505
H 0.3776 2.7887 -0.3026
H 1.1550 2.0860 1.1067
H -4.3228 -1.3917 -1.8801
H -6.3884 -0.2201 -1.3866
H -5.0531 0.7319 -2.1230
H -5.4377 0.4951 0.8344
H -6.7215 2.4041 0.4764
H -5.1228 3.0667 0.7116
H -5.5886 3.0434 -3.2432
H -5.0308 4.8622 -0.5356
H -3.2948 0.7748 0.9175
F 0.9788 1.3632 3.0044
C 1.9003 0.7230 3.7756
C 2.7317 1.4706 4.5831
C 3.6678 0.8139 5.3686
C 3.7632 -0.5710 5.3283
C 2.9188 -1.3030 4.5050
C 1.9743 -0.6535 3.7231
H 2.6455 2.5493 4.5945
H 4.3233 1.3841 6.0121
H 4.4965 -1.0792 5.9395
H 2.9950 -2.3811 4.4701
H 1.3018 -1.2067 3.0796
F 3.2483 -3.7221 -0.3806
C 4.2698 -3.2169 -1.1136
C 5.4944 -3.8521 -1.0980
C 6.5286 -3.3274 -1.8599
C 6.3272 -2.1783 -2.6152
C 5.0880 -1.5534 -2.6130
C 4.0484 -2.0785 -1.8591
H 5.6320 -4.7424 -0.4988
H 7.4930 -3.8162 -1.8644
H 7.1374 -1.7712 -3.2048
H 4.9303 -0.6564 -3.1965
H 3.0724 -1.6097 -1.8447
*
```



This record from the OMol25 dataset describes one molecule with the formula C15H13FN4O2S. The level of theory is the ωB97M-V functional and the def2-TZVPD basis.

For the gap between HOMO and LUMO, the calculation gives 8.9 eV. The value obtained for the molecular weight is 332.36 g/mol. For the relative energy (zero: lowest compared OMol25 entry of this formula, charge and spin), the calculation gives 0.000 eV. The energy comes out at -1446.95832 hartree. The calculation puts the lowest unoccupied orbital energy at -0.31 eV. As for the SMILES: O=C(NC[C@H](O)c1ccccc1F)Nc1ccc2nnsc2c1.

```
! RIJCOSX wB97M-V def2-TZVPD def2/J DEFGRID3
* xyz 0 1
O 1.8184 -1.2258 3.0240
C 0.8169 -0.9310 2.4171
N 0.5469 0.3893 2.1304
C 1.5585 1.4512 2.2286
C 1.4987 2.3661 0.9552
O 0.4534 3.3472 1.0790
C 1.3093 1.5970 -0.3219
C 0.0545 1.4836 -0.9334
C -0.1381 0.7433 -2.0914
C 0.9611 0.1484 -2.7047
C 2.2378 0.2541 -2.1502
C 2.3979 0.9694 -0.9350
F 3.6160 1.0923 -0.3733
N 0.0194 -1.9819 1.9950
C -0.8790 -1.8747 0.9408
C -0.5914 -2.4709 -0.2961
C -1.5145 -2.3968 -1.3653
C -2.6859 -1.6662 -1.2444
N -3.6217 -1.3861 -2.2066
N -4.5697 -0.6447 -1.7438
S -4.4027 -0.1568 -0.0983
C -2.9402 -1.0606 -0.0070
C -2.0930 -1.1870 1.0681
H -0.1384 0.5551 1.4155
H 1.4272 2.0672 3.1679
H 2.5752 1.0350 2.3682
H 2.4215 2.9731 0.9585
H 0.5106 4.0232 0.3763
H -0.8005 1.9946 -0.4402
H -1.1176 0.6353 -2.5537
H 0.7982 -0.4740 -3.5502
H 3.1044 -0.2720 -2.5412
H 0.5537 -2.8408 2.1401
H 0.3499 -2.9991 -0.4218
H -1.2449 -2.9142 -2.2870
H -2.2920 -0.6428 2.0007
*
```



This record from the OMol25 dataset describes C10H11NO2 as an isolated structure. The level of theory is the ωB97M-V functional and the def2-TZVPD basis.

For the gap between HOMO and LUMO, the calculation gives 8.9 eV. The value obtained for the molecular weight is 177.20 g/mol. For the relative energy (zero: lowest compared OMol25 entry of this formula, charge and spin), the calculation gives 6.022 eV. The energy comes out at -592.70295 hartree. The calculation puts the lowest unoccupied orbital energy at 0.77 eV.

```
! RIJCOSX wB97M-V def2-TZVPD def2/J DEFGRID3
* xyz 0 1
C 2.8592 -1.4370 -0.7393
C 0.8015 -0.6695 0.1659
C -0.3250 -1.3895 0.4030
C -1.5395 -0.7915 -0.0836
C -2.8310 -1.1903 0.0821
C -3.5384 -0.1419 0.0934
C -1.4893 0.7004 -0.2430
C -0.3357 1.4228 -0.3969
C 0.7735 0.6583 -0.1216
C 2.5750 1.4750 0.9121
H 4.1593 -1.4129 -0.3736
H 2.8126 -0.4957 -1.3828
H 2.6889 -2.4191 -1.2912
H -0.2814 -2.2775 1.0958
H -3.1244 -2.2191 0.2308
H -4.6612 0.0257 0.5403
H -3.2165 1.9878 0.0989
H -0.5534 2.4360 -0.8680
H 1.7504 1.8930 1.6691
H 3.5670 1.9151 0.7109
H 2.6904 0.2940 1.1463
N -2.8598 1.0347 -0.1878
O 2.0627 -1.3032 0.3252
O 1.9980 1.4542 -0.4121
*
```



Look up the molecular weight of the first one.
796.06 g/mol



Please write out number 4 again, unchanged.
This record from the OMol25 dataset describes a 2-piece molecular cluster, H3NO2 overall. The level of theory is the ωB97M-V functional and the def2-TZVPD basis.

For the gap between HOMO and LUMO (alpha / beta), the calculation gives 10.1 / 10.0 eV. The value obtained for the molecular weight is 49.03 g/mol. For the relative energy (zero: lowest compared OMol25 entry of this formula, charge and spin), the calculation gives 3.176 eV. The energy comes out at -206.81253 hartree. The calculation puts the lowest unoccupied orbital energy (alpha / beta) at -0.06 / -0.08 eV.

```
! RIJCOSX wB97M-V def2-TZVPD def2/J DEFGRID3
* xyz 0 1
N 0.3667 0.7363 0.6190
O -0.5930 -1.2523 -0.5954
O 0.0934 -0.2377 -0.9683
H 0.8034 1.5315 0.1325
H 0.8417 0.1009 1.2226
H -1.5122 -0.8787 -0.4104
*
```



What is the formula in the seventh record?
C15H13FN4O2S



Number 2 is which compound?
C7H12BNO